[1]
13
Properties=species:S:1:pos:R:3:forces:R:3 method="wB97M-V/def2-TZVPD" mol_weight_g_mol=213.158 energy_ha=-1490.68975 spin_multiplicity=1 de_lowest_kcal_mol=121.5 homo_energy_ev=-10.71 lumo_energy_ev=-1.43 max_force_ev_per_a=5.3
C 2.565286 -0.555557 1.234660 0.090 -1.849 1.406
N -2.205516 0.109146 -0.267359 -2.155 3.307 3.532
O 0.380459 -1.029279 2.358596 0.591 -0.616 0.689
O 0.162745 -0.094613 0.035055 -0.519 -0.069 0.193
O -1.158607 0.743974 1.985737 -1.184 -0.186 0.348
O -3.482180 0.300805 -0.028978 1.659 -0.420 0.821
F 3.763712 -0.758133 0.734709 -0.493 -0.076 -0.203
F -4.045175 -0.941973 0.759031 0.108 0.319 -0.599
F -1.483412 -1.648649 0.914074 0.595 -0.364 1.504
S 1.556346 -1.748734 1.772228 1.219 0.042 -0.735
S -0.958381 -0.167145 0.934362 -0.493 0.834 -3.176
H 2.357307 0.392306 1.651652 -0.175 1.411 -0.302
H -2.029119 -0.351904 -1.066592 0.757 -2.333 -3.480



[2]
7
Properties=species:S:1:pos:R:3:forces:R:3 method="wB97M-V/def2-TZVPD" mol_weight_g_mol=101.995 energy_ha=-680.26682 spin_multiplicity=1 de_lowest_kcal_mol=18.7 homo_energy_ev=-10.32 lumo_energy_ev=-0.28 smiles="C=P(F)(F)F" max_force_ev_per_a=5.6
C 1.141335 -0.157975 0.146962 0.545 1.626 1.033
P -0.454169 0.057008 -0.036278 -5.543 -0.165 -0.314
F -1.213777 -1.192804 -0.693277 1.391 1.373 0.991
F -1.192150 0.190355 1.433440 1.303 0.302 -3.165
F -1.607056 1.131532 -1.045099 2.981 -1.942 2.734
H 1.639756 0.599317 0.855315 -0.738 -1.419 -1.255
H 1.686059 -0.627430 -0.661064 0.062 0.225 -0.024



[3]
8
Properties=species:S:1:pos:R:3:forces:R:3 method="wB97M-V/def2-TZVPD" mol_weight_g_mol=118.105 energy_ha=-728.37085 spin_multiplicity=1 de_lowest_kcal_mol=57.5 homo_energy_ev=-10.17 lumo_energy_ev=-0.72 max_force_ev_per_a=4.3
C 0.224465 -1.301653 -0.530289 -2.155 3.668 -0.038
F 0.141971 -1.093660 -1.851165 -0.143 -0.253 -0.943
F -1.445699 0.867715 1.317293 0.921 0.372 -1.257
F -0.300252 2.510425 -0.380239 0.123 -0.868 -0.063
F 0.950828 1.396853 1.537657 0.690 0.156 -0.090
Si -0.104815 1.129637 0.398161 -1.410 -2.719 1.059
H 1.171098 -1.647731 -0.311204 1.901 -0.554 1.008
H -0.637595 -1.861586 -0.180215 0.074 0.197 0.324



[4]
15
Properties=species:S:1:pos:R:3:forces:R:3 method="wB97M-V/def2-TZVPD" mol_weight_g_mol=262.958 energy_ha=-1827.04525 spin_multiplicity=1 de_lowest_kcal_mol=31.8 homo_energy_ev=-11.15 lumo_energy_ev=-1.47 max_force_ev_per_a=3.3
C 2.499525 0.892024 0.041958 1.381 0.191 -0.269
N 1.531939 0.388830 0.654601 -0.156 1.382 -0.231
N -2.388188 0.758971 -0.007053 2.117 0.871 -0.743
N -0.660438 -1.287778 0.830302 0.201 -0.092 -0.898
F -0.154285 0.016941 -1.224006 -0.895 -0.055 0.819
F -2.617817 3.168659 -0.119760 1.846 -1.017 0.403
F 1.564990 -1.956390 -0.572866 -0.949 1.179 1.955
F 1.585193 -1.594712 1.875780 -0.217 -0.688 -0.342
F -3.127991 -1.499117 0.196071 2.386 0.793 0.143
F -1.916061 -1.390746 -1.665106 0.378 0.341 0.122
P -1.428386 2.011547 0.041675 -3.267 0.372 -0.533
P 0.873089 -1.071646 0.600178 0.028 -1.984 -1.072
P -1.709866 -0.725564 -0.271727 -1.890 -1.268 0.413
H 2.734718 1.949799 0.254036 0.004 -0.460 -0.203
H 3.213578 0.339180 -0.634084 -0.967 0.433 0.437



[5]
5
Properties=species:S:1:pos:R:3:forces:R:3 method="wB97M-V/def2-TZVPD" mol_weight_g_mol=159.929 energy_ha=-436.73782 spin_multiplicity=1 de_lowest_kcal_mol=52.8 homo_energy_ev="-10.42 / -8.19" lumo_energy_ev="0.69 / -3.40" max_force_ev_per_a=3.2
C -0.324071 -0.682877 -0.878112 1.347 -2.140 -1.989
F -1.560861 -0.827944 -0.508747 -2.081 -0.030 0.804
I 1.818858 2.824684 3.535383 -0.002 -0.003 -0.005
H -0.057208 -1.542971 -1.625624 0.209 2.266 1.526
H 0.123282 0.229108 -0.522900 0.527 -0.092 -0.336



[6]
6
Properties=species:S:1:pos:R:3:forces:R:3 method="wB97M-V/def2-TZVPD" mol_weight_g_mol=191.996 energy_ha=-834.99002 spin_multiplicity=1 de_lowest_kcal_mol=24.5 homo_energy_ev=-8.80 lumo_energy_ev=-0.47 max_force_ev_per_a=3.6
C 0.746308 0.049353 0.015879 -2.036 -0.206 -2.181
F 0.507895 1.136798 -0.785142 -0.004 -0.514 -0.031
S -1.028047 -1.315420 -0.360471 3.322 1.306 0.497
I -2.750783 0.039252 0.384654 -0.374 0.455 0.226
H 0.809876 0.440243 0.978044 -0.799 0.006 2.106
H 1.714749 -0.350228 -0.232964 -0.109 -1.048 -0.617



[7]
9
Properties=species:S:1:pos:R:3:forces:R:3 method="wB97M-V/def2-TZVPD" mol_weight_g_mol=103.060 energy_ha=-412.61214 spin_multiplicity=1 de_lowest_kcal_mol=96.3 homo_energy_ev="-9.82 / -9.82" lumo_energy_ev="-3.75 / -3.74" max_force_ev_per_a=4.3
C -0.958535 -1.429571 1.255059 0.198 -3.083 -0.552
N -1.016411 -2.597095 1.268715 0.170 1.259 -0.474
N -1.029235 -0.186145 1.611738 -0.306 1.251 1.787
N -0.567443 0.851087 1.150498 -1.343 1.564 -0.491
N 0.747618 -0.085720 -1.831462 -2.546 0.680 1.416
N 0.192023 1.100061 0.220698 2.520 -1.857 -2.998
F 0.143034 2.370953 -0.282386 -0.509 0.166 0.626
H 1.177225 -0.660111 -1.128589 1.086 -0.127 0.091
H 1.311724 0.636542 -2.264270 0.730 0.147 0.596



[8]
6
Properties=species:S:1:pos:R:3:forces:R:3 method="wB97M-V/def2-TZVPD" mol_weight_g_mol=63.031 energy_ha=-268.97422 spin_multiplicity=1 de_lowest_kcal_mol=133.7 homo_energy_ev=-10.69 lumo_energy_ev=0.35 max_force_ev_per_a=4.9
C -0.543038 -0.212053 0.191434 2.481 -1.485 3.990
N 0.338470 0.093591 -0.831831 1.393 1.496 -0.378
O -0.376451 -1.168300 -0.736265 -1.138 -1.167 -0.096
F -1.721880 0.350795 0.388151 0.066 -0.037 -0.118
H 0.273941 -0.631746 1.667637 -2.374 1.320 -3.705
H -0.072139 0.630693 -1.602389 -0.429 -0.128 0.306



[9]
7
Properties=species:S:1:pos:R:3:forces:R:3 method="wB97M-V/def2-TZVPD" mol_weight_g_mol=95.098 energy_ha=-667.19617 spin_multiplicity=1 de_lowest_kcal_mol=96.7 homo_energy_ev=-9.84 lumo_energy_ev=-0.10 max_force_ev_per_a=2.8
C -1.837279 0.330707 -0.185119 0.548 0.204 -0.059
N 1.867591 -0.326942 -0.208753 1.729 -1.062 -0.675
O -0.826910 -0.296302 0.312403 -1.501 -1.607 1.018
F -2.904873 -0.466363 -0.060474 0.579 0.071 0.080
S 0.788986 0.466436 0.450346 -1.523 1.702 -1.534
H 2.572553 -0.637536 0.434133 0.098 -0.565 0.617
H 0.339932 0.930000 -0.742533 0.070 1.256 0.552



[10]
6
Properties=species:S:1:pos:R:3:forces:R:3 method="wB97M-V/def2-TZVPD" mol_weight_g_mol=79.099 energy_ha=-592.09092 spin_multiplicity=1 de_lowest_kcal_mol=9.6 homo_energy_ev=-9.29 lumo_energy_ev=0.52 smiles="N=C=S.F" max_force_ev_per_a=3.1
N 0.753860 0.040292 -1.119051 -2.230 2.204 0.015
C 0.837851 -0.846027 -0.313112 1.598 0.429 -0.515
S 1.500295 -1.971500 0.542597 -0.498 -0.716 0.620
H 0.136346 0.910987 -1.031980 1.251 -1.987 -0.207
F -1.381295 0.777758 0.606724 0.610 -0.404 -1.031
H -1.847057 1.088491 1.314822 -0.732 0.475 1.118



[11]
6
Properties=species:S:1:pos:R:3:forces:R:3 method="wB97M-V/def2-TZVPD" mol_weight_g_mol=96.066 energy_ha=-878.60178 spin_multiplicity=1 de_lowest_kcal_mol=63.8 homo_energy_ev=-9.09 lumo_energy_ev=-1.62 max_force_ev_per_a=4.2
C -0.638855 0.001868 0.292583 -1.818 -0.348 -1.162
F 1.744608 -0.887151 0.513965 -1.092 -0.285 -1.404
P 0.576343 -0.855715 -0.683828 2.127 3.531 0.634
S -2.136950 0.361376 -0.202908 0.007 -0.131 -0.495
H -0.504013 0.178265 1.306172 1.106 0.300 1.877
H 0.958869 1.201356 -1.225986 -0.329 -3.068 0.551



[12]
7
Properties=species:S:1:pos:R:3:forces:R:3 method="wB97M-V/def2-TZVPD" mol_weight_g_mol=128.133 energy_ha=-1276.75908 spin_multiplicity=1 de_lowest_kcal_mol=68.8 homo_energy_ev="-8.95 / -8.82" lumo_energy_ev="-1.40 / -1.97" max_force_ev_per_a=0.6
C 2.662740 -1.190417 0.440205 -0.188 0.124 0.038
F 3.665885 -1.633565 1.128349 -0.034 0.034 -0.014
P -0.192336 0.751202 0.213410 -0.196 -0.023 0.016
S 2.153287 -1.507762 -1.014433 0.388 -0.239 0.232
S 0.910625 0.980958 1.860634 0.507 -0.245 -0.182
H -0.788900 -0.500536 0.439696 -0.302 -0.116 -0.046
H 0.725534 0.253499 -0.749169 -0.174 0.466 -0.042



[13]
6
Properties=species:S:1:pos:R:3:forces:R:3 method="wB97M-V/def2-TZVPD" mol_weight_g_mol=92.085 energy_ha=-769.79005 spin_multiplicity=1 de_lowest_kcal_mol=89.7 homo_energy_ev="-8.47 / -8.47" lumo_energy_ev="-1.84 / -1.85" smiles="FC#P=[SiH2]" max_force_ev_per_a=2.3
F -1.358958 -2.518705 4.083400 0.898 0.025 -0.324
C -0.542671 -2.395271 3.059427 -1.434 0.593 -0.478
P -0.188323 -1.402338 1.834085 0.517 -1.690 1.471
Si -0.679971 0.249991 0.408936 1.416 0.861 0.077
H -1.301619 0.503752 -0.867957 -1.004 -0.391 -0.940
H 0.719136 -0.059442 -0.130789 -0.393 0.601 0.193



[14]
6
Properties=species:S:1:pos:R:3:forces:R:3 method="wB97M-V/def2-TZVPD" mol_weight_g_mol=299.902 energy_ha=-1032.75300 spin_multiplicity=1 de_lowest_kcal_mol=65.1 homo_energy_ev="-8.92 / -8.63" lumo_energy_ev="-0.80 / -2.31" max_force_ev_per_a=2.2
C -1.281630 -1.762237 0.143345 0.671 0.510 0.280
S -0.069047 -2.708548 -4.258426 -1.196 0.241 -0.242
I -0.903810 -1.134319 -1.835130 -0.086 -0.484 2.168
I -2.351215 -2.249414 -4.950318 0.968 -0.354 -0.105
H -2.283981 -1.971974 0.491179 -0.185 -0.055 -0.694
H -0.545085 -1.771393 0.982435 -0.172 0.142 -1.405



[15]
6
Properties=species:S:1:pos:R:3:forces:R:3 method="wB97M-V/def2-TZVPD" mol_weight_g_mol=299.902 energy_ha=-1032.76848 spin_multiplicity=1 de_lowest_kcal_mol=55.4 homo_energy_ev="-9.88 / -7.31" lumo_energy_ev="-0.02 / -3.30" max_force_ev_per_a=4.2
C 1.284286 0.310214 -0.078921 2.549 0.624 3.222
S 0.664953 0.434318 -1.561741 -0.224 0.755 -3.254
I -3.944431 -1.317840 1.442660 0.099 0.034 -0.010
I 0.246686 -0.276752 1.667033 0.548 0.371 -0.847
H 2.286870 0.883124 -0.035273 -1.810 -1.194 0.571
H -0.538364 -0.033064 -1.433758 -1.162 -0.590 0.318



[16]
7
Properties=species:S:1:pos:R:3:forces:R:3 method="wB97M-V/def2-TZVPD" mol_weight_g_mol=186.936 energy_ha=-542.19190 spin_multiplicity=1 de_lowest_kcal_mol=21.7 homo_energy_ev=-10.13 lumo_energy_ev=-1.24 smiles="N=C=O.OI" max_force_ev_per_a=4.0
N -0.206392 0.736982 -0.660599 -0.505 1.183 -0.149
C 0.078143 1.819291 -0.208279 -0.612 -3.765 -1.255
O 0.193779 2.878478 0.185795 0.519 3.012 1.096
H 0.181929 -0.178930 -0.746757 0.450 0.407 -0.051
O -0.190820 -1.502833 1.088454 -0.448 -0.417 -0.547
I 0.997454 -2.310353 -0.283633 0.092 -0.477 0.359
H -1.054094 -1.442635 0.625019 0.503 0.057 0.547



[17]
8
Properties=species:S:1:pos:R:3:forces:R:3 method="wB97M-V/def2-TZVPD" mol_weight_g_mol=219.003 energy_ha=-940.23659 spin_multiplicity=1 de_lowest_kcal_mol=49.9 homo_energy_ev="-8.40 / -8.40" lumo_energy_ev="-1.55 / -1.55" max_force_ev_per_a=2.8
C -0.977054 1.218535 -0.143407 0.663 -1.101 -0.394
N -0.125685 -2.014136 0.528628 0.115 -1.949 0.610
O 0.414123 -3.029214 0.387881 -0.964 2.634 -0.010
O 0.486796 -0.995117 -0.406764 1.175 -0.528 -1.064
S 0.304321 0.534687 -0.872766 -1.216 0.900 0.894
I 2.593005 1.248807 0.260957 0.128 -0.106 0.041
H -1.349590 2.127816 -0.569918 0.016 0.209 -0.375
H -1.345916 0.908620 0.815392 0.084 -0.059 0.297



[18]
9
Properties=species:S:1:pos:R:3:forces:R:3 method="wB97M-V/def2-TZVPD" total_charge=-1 mol_weight_g_mol=233.909 energy_ha=-958.91226 spin_multiplicity=1 de_lowest_kcal_mol=18.7 homo_energy_ev=-5.45 lumo_energy_ev=3.02 smiles="C=[N+]([O-])[P@@](=O)([O-])I" max_force_ev_per_a=3.5
C -1.203213 0.725596 -0.514685 -2.170 2.625 0.963
N -0.568452 -0.306618 -0.127148 -0.689 -1.324 -0.231
O -1.110103 -1.466888 0.055251 -0.284 0.267 -0.489
P 1.087378 -0.669281 0.306681 0.083 1.043 3.354
O 1.000194 -1.106384 1.710209 0.209 0.771 -0.072
O 1.855328 -1.321523 -0.698555 1.162 -1.283 -2.751
I 2.054418 1.756318 0.167506 -0.096 -0.193 0.189
H -0.757839 1.774936 -0.426400 -0.363 -1.988 -0.477
H -2.357713 0.613844 -0.472857 2.149 0.082 -0.486



[19]
9
Properties=species:S:1:pos:R:3:forces:R:3 method="wB97M-V/def2-TZVPD" total_charge=-1 mol_weight_g_mol=233.909 energy_ha=-958.93880 spin_multiplicity=1 de_lowest_kcal_mol=2.0 homo_energy_ev=-5.08 lumo_energy_ev=3.20 smiles="C=NO[P@@](=O)([O-])I" max_force_ev_per_a=4.9
C 1.177330 -0.183962 1.576848 -2.869 -3.846 -0.784
N 0.917216 0.032587 0.353425 -0.046 1.129 0.176
O -0.000799 -0.729305 -0.325631 0.298 -1.335 0.646
P -1.236311 0.034523 -1.140088 0.991 2.929 2.905
O -1.900501 -0.919922 -1.976697 -1.129 -1.927 -1.260
O -1.839293 0.960473 -0.129802 0.217 -0.601 -1.113
I 0.156879 1.389591 -2.698974 0.097 0.253 -0.194
H 1.852197 0.402485 2.009702 2.935 2.791 1.214
H 0.873283 -0.986470 2.331217 -0.496 0.607 -1.591



[20]
9
Properties=species:S:1:pos:R:3:forces:R:3 method="wB97M-V/def2-TZVPD" mol_weight_g_mol=235.002 energy_ha=-1015.50694 spin_multiplicity=1 de_lowest_kcal_mol=54.2 homo_energy_ev="-8.93 / -8.93" lumo_energy_ev="-1.27 / -1.27" max_force_ev_per_a=5.3
C -1.138653 0.473969 0.340170 4.392 1.758 2.494
N 0.983281 -0.123167 -1.971910 1.572 -0.504 0.482
O 2.095058 -0.329377 -2.230098 -2.084 0.379 0.877
O 1.649960 0.439116 0.851919 -0.743 0.174 0.139
O 0.401508 -1.695208 0.589980 -0.023 -1.717 0.400
S 0.588400 -0.333878 0.253465 -0.368 1.291 -2.371
I -1.866942 0.030430 2.307654 0.153 0.624 -0.034
H -1.873790 0.037229 -0.183019 -1.918 -1.643 -2.674
H -0.838822 1.500886 0.041837 -0.981 -0.363 0.686